No. 1
This record from the OMol25 dataset describes a molecular structure, C30H48BF4HgN3O2. The level of theory is ωB97M-V with the def2-TZVPD basis set.

F_max	3.37	eV/A
net charge	-1
total energy	-56179.8946	eV
⟨S²⟩	0.7647
multiplicity	2

Geometry as XYZ:
```
89
Properties=species:S:1:pos:R:3:forces:R:3
Hg -0.97086 0.79026 1.17818 -0.14 -0.32 -0.11
C 1.25193 -1.85957 1.69397 -0.01 0.05 0.05
C 1.55377 -2.18302 0.39044 -0.27 -0.28 0.29
C 2.46717 -1.11766 -0.11578 0.26 0.47 0.04
C 2.59056 -0.19354 0.89313 0.06 -0.10 -0.14
C 1.86159 -0.63303 2.04894 0.24 -0.34 -0.07
C 2.01681 -0.09851 3.44290 -0.08 0.19 0.16
C 2.11345 1.43129 3.45935 -0.10 -0.09 -0.11
C 0.84935 -0.51831 4.34089 0.02 -0.03 -0.09
C 3.32491 -0.70004 3.99897 -0.05 0.01 -0.11
C 3.26832 -1.00177 -1.40978 0.11 0.04 -0.09
C 4.12283 -2.25832 -1.63991 -0.09 0.05 0.03
C 2.38813 -0.71681 -2.63974 0.05 -0.17 0.00
C 4.26117 0.17033 -1.31380 -0.11 -0.09 0.05
C 0.98885 -3.46883 -0.20726 -0.05 -0.23 -0.07
C -0.36750 -3.79439 0.45354 0.10 0.14 0.00
C 1.95496 -4.62964 0.09876 0.02 0.07 -0.07
C 0.70480 -3.41038 -1.71246 0.04 0.06 0.11
H 0.65235 -2.44940 2.36594 -0.13 0.05 -0.08
H 3.19318 0.69949 0.87752 -0.01 0.00 -0.06
H 1.15642 1.86957 3.17016 0.05 0.05 -0.01
H 2.88485 1.79139 2.77598 0.01 0.03 0.03
H 2.35682 1.77612 4.46615 0.00 0.01 0.02
H -0.09545 -0.15858 3.93011 -0.01 -0.01 0.04
H 0.97277 -0.08337 5.33434 0.00 0.01 0.01
H 0.79791 -1.60354 4.44828 -0.02 0.00 0.01
H 4.18290 -0.35219 3.41963 0.02 -0.01 0.02
H 3.29533 -1.79006 3.94478 0.02 0.00 0.03
H 3.45971 -0.40273 5.04155 0.00 0.02 0.01
H 3.51266 -3.14573 -1.77823 0.02 -0.02 -0.03
H 4.77730 -2.42779 -0.78217 0.01 -0.02 -0.01
H 4.74631 -2.13106 -2.52949 -0.01 0.00 -0.01
H 1.82232 -1.58868 -2.95499 0.00 0.13 -0.01
H 3.02626 -0.41427 -3.47951 -0.05 0.02 0.03
H 1.67714 0.07471 -2.41246 -0.07 0.17 -0.03
H 4.93056 0.04280 -0.46247 0.01 0.07 0.01
H 3.73658 1.12221 -1.21177 0.02 0.04 0.03
H 4.86578 0.20932 -2.22340 -0.02 -0.01 -0.01
H -0.24509 -4.11594 1.48836 -0.01 0.02 0.03
H -0.84865 -4.61330 -0.08612 0.04 -0.03 0.00
H -1.03423 -2.93038 0.42864 -0.09 -0.04 0.03
H 2.13330 -4.68619 1.17353 0.00 -0.03 0.01
H 2.91900 -4.49879 -0.39637 -0.01 -0.06 0.05
H 1.52337 -5.57882 -0.23093 -0.01 0.01 -0.03
H 0.05291 -2.56245 -1.93003 0.01 -0.01 -0.09
H 0.18496 -4.32138 -2.01526 -0.02 -0.01 0.03
H 1.60955 -3.34569 -2.31228 -0.01 -0.01 0.00
C -5.32885 0.93215 -2.30457 0.06 0.09 0.06
C -4.36569 0.00854 -1.54949 0.25 0.14 -0.50
O -3.16901 0.09012 -1.82672 -0.02 0.28 -0.11
C -4.92940 -0.89086 -0.57962 0.19 -0.28 0.51
C -6.32484 -1.10006 -0.53331 0.06 0.03 -0.02
C -6.92745 -1.89016 0.40697 -0.26 -0.04 -0.02
C -6.12596 -2.51523 1.38693 0.06 0.04 -0.04
C -4.77509 -2.35562 1.38600 -0.08 -0.05 0.05
C -4.07121 -1.55683 0.39915 0.06 -0.13 -0.07
O -2.82241 -1.48902 0.44505 -0.10 0.10 -0.08
H -4.75077 1.69500 -2.82574 0.07 -0.07 0.00
H -6.01832 1.42092 -1.61726 -0.10 -0.01 -0.06
H -5.90383 0.36855 -3.04252 -0.05 0.01 0.03
H -6.95041 -0.64354 -1.29304 0.02 0.06 0.06
H -8.00136 -2.03099 0.40432 0.01 -0.01 -0.02
H -6.60236 -3.12787 2.14582 0.04 -0.02 0.02
H -4.15149 -2.83784 2.12989 0.01 0.02 0.01
N -0.16040 4.21413 2.00318 0.61 -0.87 -3.20
C -0.04553 3.76426 0.93802 0.13 0.62 0.18
H -0.38667 4.34641 2.99558 0.29 0.51 0.29
N 0.39672 3.93293 -4.17055 -0.03 -0.14 0.02
C -0.65494 2.84958 -4.14305 -0.33 -0.21 0.05
C -1.08847 2.70009 -2.70077 -0.02 -0.29 0.32
N 0.08001 2.31235 -1.94660 0.02 0.02 0.00
C 1.06136 3.36328 -1.88784 -0.03 -0.06 -0.32
C 1.57384 3.57790 -3.30841 0.29 -0.20 0.48
H -0.03330 4.76760 -3.76559 0.02 0.10 -0.12
H 0.69189 4.13785 -5.12147 -0.03 0.06 -0.02
H -0.18958 1.92877 -4.48994 0.05 0.06 -0.05
H -1.46699 3.13742 -4.81001 0.06 0.11 0.00
H -1.85556 1.92388 -2.58709 0.01 0.05 -0.15
H -1.52493 3.66101 -2.35986 0.00 -0.06 0.04
H -0.15478 1.95469 -1.02399 -0.05 0.07 0.11
H 1.88661 3.05488 -1.24760 0.01 0.11 0.02
H 0.65913 4.31101 -1.48934 0.07 -0.07 0.04
H 1.98947 2.64420 -3.68473 -0.02 0.04 -0.15
H 2.31197 4.37658 -3.37310 -0.09 0.06 -0.08
F -2.87343 4.31253 3.86069 0.38 -0.03 0.17
B -1.72295 3.73949 4.42241 -1.31 -0.81 0.46
F -1.87975 3.52160 5.79165 0.20 0.19 -0.32
F -0.62439 4.64830 4.19659 -0.18 0.61 2.16
F -1.39797 2.54865 3.75011 -0.02 0.17 0.36
```
Positions in Å, forces in eV/Å.

Atom charges from the Mulliken analysis, given in e for atoms 1 to 8: 0.38, -0.85, 0.75, -0.37, -0.23, -0.91, 2.39, -1.63


No. 2
This record from the OMol25 dataset describes a molecular structure, C30H48BaBrN3P2Se. The level of theory is ωB97M-V with the def2-TZVPD basis set.

relative energy (zero: lowest compared OMol25 entry of this formula, charge and spin)	0.000	eV
F_max	2.45	eV/A
net charge	+2
total energy	-191005.7497	eV

Geometry as XYZ:
```
86
Properties=species:S:1:pos:R:3:forces:R:3
N 4.52762 -7.83532 -2.42289 0.20 0.19 0.21
C 3.25518 -8.22473 -2.36190 -0.49 0.48 -0.18
C 2.18796 -7.32218 -2.32084 0.24 -0.09 0.32
C 2.44484 -5.92617 -2.30899 -0.29 -0.48 -1.07
C 3.81329 -5.54535 -2.37439 -0.15 0.10 0.03
C 4.80631 -6.53255 -2.40476 -0.56 0.18 -0.22
C 1.38938 -4.93228 -2.11912 0.24 -1.41 -0.09
Ba -1.01122 -2.32989 -1.87942 -0.95 1.06 0.34
P -1.65614 4.30991 -2.50755 -0.26 1.47 -0.36
C 1.50375 -3.58740 -2.48473 0.62 1.44 -0.53
C 1.80667 -2.56278 -1.47870 -1.66 0.06 0.22
C 2.24352 -1.24790 -1.77402 -0.01 -0.60 -0.39
C 2.26266 -0.27579 -0.79319 -0.16 0.54 0.66
C 1.75373 -0.50847 0.50334 0.01 -1.19 0.32
C 1.34954 -1.82002 0.80648 0.05 0.15 0.31
C 1.42103 -2.82141 -0.13811 0.21 -0.58 0.05
Br -0.97640 0.57077 -0.87964 0.01 -0.30 -0.26
H 0.45864 -5.31831 -1.64481 0.97 0.27 0.91
H 1.46286 -3.27215 -3.55306 1.84 -0.61 0.51
H 1.17808 -7.71968 -2.27182 0.07 0.17 -0.02
H 4.12119 -4.50091 -2.34745 -0.24 -0.19 0.02
H 3.07728 -9.29973 -2.36792 0.00 0.25 0.00
H 5.85893 -6.24820 -2.44284 -0.27 -0.11 0.03
H 2.60973 -1.00552 -2.77676 -0.21 -0.08 0.34
H 1.20127 -3.85096 0.17055 -0.03 0.38 -0.10
H 2.65274 0.70202 -1.06432 -0.36 -0.25 -0.04
H 0.97262 -2.08529 1.80503 0.16 0.20 -0.52
P 1.69077 0.60915 1.92595 0.34 0.39 -0.55
C -2.16592 2.76952 -3.33643 0.15 -0.25 0.15
C -2.49276 3.10964 -4.79603 -0.15 -0.23 0.13
H -3.04579 2.38590 -2.80385 0.04 0.02 -0.15
H -1.36876 2.02183 -3.22685 -0.30 0.02 -0.22
H -3.01363 2.27219 -5.26421 0.08 0.04 -0.18
H -3.14615 3.99030 -4.84193 0.19 -0.22 -0.05
H -1.58321 3.32380 -5.36866 -0.18 0.01 0.08
C 0.17414 4.25969 -2.56749 0.08 -0.24 -0.01
C 0.77554 5.66933 -2.52660 0.12 -0.20 -0.06
H 0.44602 3.75133 -3.50219 0.01 0.11 0.12
H 0.52757 3.62989 -1.74069 0.20 0.02 -0.07
H 1.85410 5.62195 -2.71454 -0.13 0.13 0.11
H 0.32033 6.29957 -3.29975 0.10 -0.12 0.20
H 0.60808 6.14733 -1.55422 0.03 -0.04 -0.18
C -2.02572 4.16740 -0.71447 0.10 -0.35 -0.03
C -3.28032 4.97007 -0.36182 0.13 -0.06 0.25
H -1.15319 4.56561 -0.17700 -0.15 -0.06 -0.06
H -2.10984 3.10069 -0.46801 -0.08 0.22 0.23
H -3.45385 4.93014 0.71780 -0.14 0.03 -0.07
H -3.15581 6.02266 -0.64469 -0.07 -0.27 0.01
H -4.16835 4.58093 -0.87310 0.14 0.09 0.06
C 0.06292 0.83123 2.69889 -0.52 -0.33 -0.38
C 0.06212 1.53515 4.07056 0.22 0.11 0.15
H -0.41999 -0.15938 2.73389 0.10 0.21 0.06
H -0.53059 1.39424 1.96540 0.19 -0.08 0.03
H 0.28953 0.83908 4.89173 0.05 0.26 -0.29
H 0.77960 2.37275 4.10787 -0.25 -0.33 0.03
H -0.92732 1.97254 4.27874 0.32 -0.25 -0.22
C 2.25741 2.17222 1.26389 0.05 0.16 0.26
C 3.72516 2.08615 0.82581 0.49 0.22 -0.06
H 2.11843 2.91781 2.06464 0.05 -0.05 -0.42
H 1.57969 2.40918 0.42549 0.17 0.04 0.29
H 4.40809 1.88713 1.66408 -0.28 0.23 -0.16
H 3.91181 1.29612 0.08998 -0.01 0.32 0.33
H 4.02303 3.03350 0.36278 -0.02 -0.18 0.16
C 2.86503 0.03614 3.18038 0.22 0.05 0.08
C 2.44655 -1.21518 3.95410 0.11 -0.35 0.18
H 3.00375 0.88268 3.87153 -0.03 -0.13 -0.22
H 3.82841 -0.14855 2.67655 -0.33 0.20 0.17
H 2.59940 -2.11009 3.34102 -0.08 0.13 0.18
H 3.08320 -1.32474 4.84401 -0.22 0.05 -0.29
H 1.40302 -1.19735 4.29407 0.23 0.06 -0.09
C -4.63740 -0.06673 -0.25837 -0.12 0.31 -0.65
N -4.43154 -0.16553 1.16378 0.74 -0.79 0.35
C -5.11214 0.59268 2.09743 0.38 -0.46 0.30
C -4.68666 0.18646 3.31874 0.04 -0.07 -0.68
N -3.75105 -0.80481 3.10413 0.33 -0.37 -1.07
C -3.10916 -1.51551 4.17709 0.28 -0.32 0.59
C -3.56906 -1.05150 1.75854 -1.41 1.79 0.89
Se -2.46001 -2.30141 0.94548 -0.16 -0.42 0.52
H -4.69119 -1.07094 -0.69964 -0.13 0.29 0.19
H -3.80917 0.48428 -0.72724 -0.28 -0.13 0.14
H -5.58295 0.47170 -0.39755 0.29 -0.24 -0.22
H -5.84566 1.32427 1.81178 0.01 0.02 -0.03
H -4.97721 0.48100 4.31282 0.02 0.02 -0.06
H -2.44458 -0.84571 4.73824 -0.09 -0.15 -0.17
H -3.87353 -1.89371 4.86747 0.25 -0.03 -0.20
H -2.53626 -2.34384 3.75248 -0.13 0.12 0.18
```
Positions in Å, forces in eV/Å.

Atom charges from the Mulliken analysis, given in e for atoms 1 to 8: -0.49, -0.32, -0.54, 0.59, -0.27, -0.42, 0.03, 1.41


No. 3
This record from the OMol25 dataset describes 8 unconnected molecules or ions with the total composition C30H48Br2N4O3. The level of theory is ωB97M-V with the def2-TZVPD basis set.

F_max	3.42	eV/A
total energy	-184070.3276	eV

Geometry as XYZ:
```
87
Properties=species:S:1:pos:R:3:forces:R:3
C 11.61800 -1.38621 -0.23541 -1.25 -1.35 -0.45
C 10.09351 -1.35815 -0.14794 -0.01 0.50 1.12
C 9.62319 -1.93166 -1.48132 0.17 0.51 1.14
O 10.69042 -2.70657 -1.94004 1.81 -0.42 -0.90
C 11.73862 -2.74003 -0.93195 -0.45 0.06 -0.30
H 12.07155 -1.41709 0.75526 0.30 0.60 -0.28
H 11.92991 -0.64832 -0.97455 0.61 0.24 0.53
H 9.69405 -0.36538 0.05928 -0.11 -0.01 -0.05
H 9.87690 -1.98879 0.71431 -0.54 -0.13 -0.08
H 9.44991 -1.06762 -2.12281 -0.29 -0.30 -0.52
H 8.75555 -2.58231 -1.37190 -0.29 0.30 -0.16
H 12.76610 -2.85279 -1.27787 -0.32 -0.24 -0.93
H 11.47590 -3.64015 -0.37620 0.36 0.23 0.88
C -7.85254 -3.42864 4.26699 -0.78 1.24 0.81
C -9.01869 -3.47709 3.33240 -0.43 0.88 -2.01
C -9.11087 -2.02380 2.76887 1.16 -0.97 0.42
O -7.73124 -1.55092 2.76219 -1.87 0.27 -0.97
C -7.02607 -2.20382 3.75282 1.11 -1.96 0.34
H -7.33355 -4.38689 4.24428 0.20 0.33 0.55
H -8.29228 -3.13598 5.22044 0.56 -0.57 0.54
H -10.01811 -3.77318 3.65114 0.27 -0.21 0.60
H -8.73816 -4.14299 2.51633 -0.26 0.04 -0.32
H -9.69124 -1.37884 3.42864 -0.24 0.06 -0.10
H -9.50975 -2.07000 1.75554 0.11 0.53 0.04
H -6.68706 -1.53003 4.53969 -0.24 0.04 0.19
H -6.14091 -2.64851 3.29803 0.41 0.33 -0.09
C 4.18687 0.19949 -8.40209 -1.51 0.10 0.06
C 3.21317 1.34073 -8.06356 0.59 -0.29 0.37
C 3.15590 1.20784 -6.50156 -1.34 -0.60 -0.95
O 4.48616 0.87698 -6.12733 -1.82 1.63 1.26
C 5.07249 0.17014 -7.15829 1.83 -0.25 -1.03
H 4.53638 0.31076 -9.42851 0.94 0.13 0.38
H 3.58478 -0.70792 -8.44892 0.04 -0.25 0.19
H 2.33634 1.28517 -8.70869 -0.47 -0.19 0.69
H 3.68545 2.27580 -8.36472 0.09 0.28 0.44
H 2.53141 0.40470 -6.11031 -0.32 -0.77 -0.79
H 2.61189 2.01188 -6.00591 1.30 0.90 0.19
H 5.27090 -0.85421 -6.84291 0.14 -0.11 -0.01
H 6.00216 0.73250 -7.24525 0.51 -0.61 -0.79
Br -3.77026 11.41875 6.75642 0.28 -0.69 0.37
C -3.08905 9.65354 7.44617 -0.33 0.02 -2.29
C -3.69257 8.59287 6.51037 -0.83 -0.71 1.10
Br -2.99466 6.76899 7.03753 -0.30 0.98 -0.22
H -3.46940 9.57287 8.46448 0.58 -0.10 -0.21
H -2.02164 9.66299 7.22562 -0.06 0.27 0.94
H -3.58105 8.63682 5.42697 0.60 0.47 0.36
H -4.76421 8.55543 6.70603 0.06 -0.26 -0.05
N 0.42497 -6.64327 -6.87610 1.71 0.52 2.19
C 0.49354 -5.38236 -6.36431 -1.31 2.70 -0.32
C 1.45468 -5.22076 -5.38759 -0.53 0.17 -0.56
C 2.02991 -6.46770 -5.25192 0.16 -1.53 -0.34
C 1.38659 -7.30391 -6.12859 0.30 -2.16 -0.31
H -0.31414 -7.01522 -7.45529 0.42 0.05 0.21
H -0.18497 -4.62702 -6.73237 0.00 0.01 -0.05
H 1.81748 -4.41504 -4.76662 -0.66 0.52 -0.51
H 2.83506 -6.70101 -4.57096 -0.09 -0.32 -0.16
H 1.53478 -8.36738 -6.24459 0.01 0.05 -0.14
N 1.80638 2.14833 1.15712 -0.13 -0.76 -0.46
C 1.89981 0.97556 0.41348 0.47 0.16 0.62
C 0.63781 0.45841 0.23902 0.95 1.00 0.74
C -0.23467 1.36735 0.94228 -1.32 -2.03 -1.88
C 0.48644 2.37670 1.43456 0.84 1.12 1.32
H 2.52652 2.55256 1.73859 0.09 -0.11 -0.54
H 2.89389 0.62951 0.17169 -0.20 -0.17 -0.23
H 0.37006 -0.45608 -0.26934 0.01 0.20 -0.02
H -1.28827 1.15183 0.84287 -0.16 0.70 0.61
H 0.29579 3.23158 2.06641 -0.56 -0.11 -0.15
N -7.05060 5.25027 -1.17067 -1.70 -0.22 1.12
C -8.33630 5.00595 -1.60566 0.88 1.02 -0.84
C -8.90431 6.25473 -1.91241 -1.07 -3.25 -0.03
C -8.03686 7.23873 -1.50008 2.05 0.39 1.51
C -6.94073 6.58845 -0.88311 0.23 0.26 -1.68
H -6.44408 4.47119 -0.95787 0.13 0.58 0.42
H -8.65535 3.97520 -1.65184 -0.27 0.24 -0.41
H -9.89677 6.23487 -2.33788 0.05 0.76 -0.03
H -8.11219 8.30893 -1.62413 -0.19 -0.10 0.24
H -6.04439 6.93310 -0.38896 -0.10 0.32 -0.29
N 0.97129 -3.27979 6.28610 -0.21 2.02 -1.19
C 0.77951 -4.39614 6.99006 -0.40 -1.51 0.11
C -0.35508 -4.23229 7.77313 2.21 -1.36 0.79
C -0.65598 -2.89181 7.70071 -1.97 1.58 -1.11
C 0.02712 -2.32903 6.63293 0.45 -0.47 1.28
H 1.62285 -3.13794 5.52752 -0.04 -0.26 0.30
H 1.48305 -5.20948 6.89060 -0.31 -0.14 -0.06
H -0.72775 -4.98607 8.45085 -0.02 0.20 0.05
H -1.44499 -2.41918 8.26683 -0.03 0.14 -0.18
H -0.07432 -1.35210 6.18380 0.33 -0.18 0.00
```
Positions in Å, forces in eV/Å.

Atom charges from the Mulliken analysis, given in e for atoms 1 to 8: -0.46, -0.66, -0.37, -0.40, -0.48, 0.31, 0.29, 0.33


Which formula does entry 3 have? C30H48Br2N4O3


The lowest F_max belongs to which entry? C30H48BaBrN3P2Se